Model A:
Formula: C4H8NO3
Source: OMol25
Level of theory: the ωB97M-V functional and the def2-TZVPD basis

Summary:
Kohn-Sham gap, eV: 7.5863
Highest occupied orbital energy, Ha: -0.150
LUMO, eV: 3.496

The geometry in ORCA input format:
```
! wB97M-V def2-TZVPD RIJCOSX def2/J DEFGRID3
* xyz -1 1
C -0.983 -2.574 0.919
C 0.203 -2.315 -0.063
O 0.278 -3.158 -0.979
O 0.827 -1.237 0.084
H -1.788 -1.865 0.704
H -0.716 -2.393 1.962
H -1.384 -3.569 0.727
C 0.148 3.497 -0.645
C -0.174 2.165 -0.001
O -1.337 1.804 0.108
N 0.869 1.437 0.418
H 0.756 4.125 0.025
H -0.704 4.157 -0.427
H 0.781 0.512 0.849
H 1.813 1.781 0.451
H 0.398 3.484 -1.698
*
```

Model B:
Formula: C4H8NO3
Source: OMol25
Level of theory: the ωB97M-V functional and the def2-TZVPD basis

Summary:
SMILES: C[C@@H](O)CNC(=O)[O-]
Kohn-Sham gap, eV: 7.6825
Highest occupied orbital energy, Ha: -0.150
LUMO, eV: 3.610

The geometry in ORCA input format:
```
! wB97M-V def2-TZVPD RIJCOSX def2/J DEFGRID3
* xyz -1 1
C 2.021 0.063 -0.324
C 1.385 0.418 1.014
O 1.709 1.756 1.416
C -0.147 0.225 1.006
N -0.616 -0.874 0.202
C -1.500 -0.713 -0.917
O -1.734 -1.767 -1.550
O -1.830 0.475 -1.187
H 2.240 -0.997 -0.353
H 2.968 0.586 -0.396
H 1.369 0.348 -1.140
H 1.814 -0.203 1.792
H 1.088 2.351 0.986
H -0.502 0.082 2.035
H -0.603 1.103 0.551
H -0.186 -1.770 0.302
*
```

Model C:
Formula: C4H8NO3
Source: OMol25
Level of theory: the ωB97M-V functional and the def2-TZVPD basis

Summary:
Kohn-Sham gap, eV: 8.1452
Highest occupied orbital energy, Ha: -0.158
LUMO, eV: 3.845

The geometry in ORCA input format:
```
! wB97M-V def2-TZVPD RIJCOSX def2/J DEFGRID3
* xyz -1 1
C 1.993 -2.353 -1.476
C 1.036 -1.723 -0.419
O -0.133 -1.451 -0.798
O 1.476 -1.606 0.746
H 1.772 -3.419 -1.448
H 3.035 -2.068 -1.347
H 1.662 -2.096 -2.493
C -0.455 1.671 1.653
C -1.755 1.899 0.892
O -2.773 2.432 1.310
N -1.690 1.526 -0.412
H -2.538 1.715 -0.904
H -1.127 0.760 -0.778
H 0.357 2.100 1.077
H -0.348 0.584 1.717
H -0.511 2.028 2.680
*
```

Most favorable structure: model C. The second most favorable one is 56.0 kJ/mol above it.

Model A:
Formula: C24H26N4O4S
Source: OMol25
Level of theory: the ωB97M-V functional and the def2-TZVPD basis

Summary:
SMILES: COc1ccccc1N(CC(=O)NCCc1ccccc1)C(=O)CCC(=O)Nc1nccs1
Kohn-Sham gap, eV: 9.2169
Highest occupied orbital energy, Ha: -0.317
LUMO, eV: 0.585

The geometry in ORCA input format:
```
! wB97M-V def2-TZVPD RIJCOSX def2/J DEFGRID3
* xyz 0 1
C 0.391 2.228 -0.423
O 1.217 1.163 -0.008
C 2.566 1.328 -0.083
C 3.199 2.402 -0.699
C 4.581 2.468 -0.749
C 5.356 1.471 -0.187
C 4.738 0.404 0.440
C 3.356 0.321 0.493
N 2.749 -0.746 1.210
C 2.651 -0.551 2.653
C 1.289 0.080 2.981
O 1.143 1.271 3.159
N 0.305 -0.837 3.035
C -1.089 -0.468 2.963
C -1.586 -0.658 1.522
C -2.979 -0.149 1.305
C -3.233 1.218 1.300
C -4.511 1.698 1.079
C -5.557 0.815 0.862
C -5.316 -0.548 0.872
C -4.035 -1.025 1.094
C 2.182 -1.833 0.645
O 1.582 -2.662 1.314
C 2.332 -1.977 -0.855
C 1.003 -1.625 -1.529
C 1.136 -1.625 -3.027
O 2.153 -1.898 -3.622
N 0.019 -1.275 -3.757
C -1.246 -0.880 -3.424
N -2.106 -0.579 -4.339
C -3.295 -0.206 -3.811
C -3.367 -0.213 -2.458
S -1.863 -0.719 -1.784
H 0.594 3.131 0.157
H 0.510 2.435 -1.492
H -0.632 1.902 -0.237
H 2.621 3.199 -1.138
H 5.050 3.311 -1.232
H 6.432 1.525 -0.229
H 5.322 -0.381 0.897
H 2.749 -1.523 3.144
H 3.452 0.119 2.968
H 0.535 -1.771 2.707
H -1.169 0.579 3.264
H -1.668 -1.086 3.654
H -0.892 -0.120 0.873
H -1.530 -1.719 1.268
H -2.421 1.910 1.470
H -4.694 2.762 1.074
H -6.555 1.189 0.684
H -6.127 -1.242 0.704
H -3.853 -2.090 1.095
H 2.580 -3.016 -1.076
H 3.124 -1.338 -1.242
H 0.680 -0.634 -1.201
H 0.234 -2.341 -1.229
H 0.166 -1.299 -4.763
H -4.090 0.067 -4.480
H -4.183 0.039 -1.813
*
```

Model B:
Formula: C24H26N4O4S
Source: OMol25
Level of theory: the ωB97M-V functional and the def2-TZVPD basis

Summary:
SMILES: CCOCCCNC(=O)c1ccc(Cn2c(=S)[nH]c3c([nH]c4ccc(OC)cc43)c2=O)cc1
Kohn-Sham gap, eV: 7.8343
Highest occupied orbital energy, Ha: -0.287
LUMO, eV: 0.035

The geometry in ORCA input format:
```
! wB97M-V def2-TZVPD RIJCOSX def2/J DEFGRID3
* xyz 0 1
C 9.626 1.546 -0.319
C 9.304 0.156 0.204
O 7.944 0.130 0.589
C 7.518 -1.079 1.171
C 7.312 -2.226 0.169
C 6.608 -1.749 -1.109
N 5.443 -0.952 -0.826
C 4.180 -1.411 -0.980
O 3.928 -2.510 -1.438
C 3.114 -0.441 -0.586
C 3.262 0.461 0.462
C 2.232 1.323 0.789
C 1.044 1.310 0.070
C -0.061 2.276 0.408
N -1.370 1.641 0.377
C -1.670 0.765 1.391
S -0.646 0.462 2.645
N -2.876 0.133 1.359
C -3.772 0.359 0.355
C -3.455 1.250 -0.656
N -4.496 1.321 -1.545
C -5.486 0.484 -1.119
C -6.730 0.207 -1.668
C -7.550 -0.691 -1.020
C -7.153 -1.324 0.171
O -7.922 -2.217 0.853
C -9.196 -2.545 0.354
C -5.912 -1.055 0.727
C -5.072 -0.150 0.085
C -2.205 1.960 -0.701
O -1.872 2.757 -1.557
C 0.892 0.401 -0.970
C 1.912 -0.474 -1.285
H 10.670 1.599 -0.614
H 9.001 1.773 -1.178
H 9.433 2.286 0.452
H 9.501 -0.595 -0.575
H 9.937 -0.083 1.073
H 8.225 -1.396 1.952
H 6.566 -0.840 1.652
H 6.711 -2.993 0.658
H 8.270 -2.671 -0.107
H 7.300 -1.153 -1.712
H 6.276 -2.612 -1.691
H 5.612 -0.033 -0.450
H 4.166 0.478 1.053
H 2.346 2.007 1.617
H 0.100 2.701 1.402
H -0.095 3.079 -0.336
H -3.074 -0.507 2.115
H -4.501 1.903 -2.366
H -7.052 0.683 -2.581
H -8.517 -0.906 -1.447
H -9.609 -3.265 1.059
H -9.135 -3.006 -0.637
H -9.851 -1.669 0.310
H -5.626 -1.551 1.641
H -0.028 0.380 -1.535
H 1.798 -1.194 -2.082
*
```

Most favorable structure: model A. The second most favorable one is 16.0 kJ/mol above it.

Model A:
Formula: C8H12INO2
Source: OMol25
Level of theory: the ωB97M-V functional and the def2-TZVPD basis

Summary:
Kohn-Sham gap (spin up / spin down), eV: 7.6123 / 7.6115
Highest occupied orbital energy (spin up / spin down), Ha: -0.298 / -0.298
LUMO (spin up / spin down), eV: -0.493 / -0.494

The geometry in ORCA input format:
```
! wB97M-V def2-TZVPD RIJCOSX def2/J DEFGRID3
* xyz 0 1
C -1.428 1.122 -0.976
C -2.581 0.853 -0.280
C -0.922 -1.044 -1.498
C -0.988 2.568 -1.231
C 1.321 0.531 1.669
C 0.851 -0.883 1.538
C 1.635 -1.690 0.547
C 1.354 -1.551 -1.042
N -3.509 0.427 0.402
O -0.456 0.206 -1.113
O 0.064 -1.910 -1.440
I -5.376 -0.153 -0.163
H -0.651 2.602 -2.271
H -1.866 3.121 -0.906
H -0.096 2.692 -0.669
H 1.002 0.888 2.536
H 2.348 0.616 1.719
H 0.887 1.083 0.869
H 0.991 -1.461 2.546
H -0.202 -1.072 1.333
H 2.664 -1.578 0.667
H 1.391 -2.708 0.710
H 1.473 -0.466 -1.347
H 2.093 -2.195 -1.600
*
```

Model B:
Formula: C8H12INO2
Source: OMol25
Level of theory: the ωB97M-V functional and the def2-TZVPD basis

Summary:
SMILES: CC/C(=C/O)[C@@]1(CC)C(=O)N1I
Kohn-Sham gap, eV: 8.6629
Highest occupied orbital energy, Ha: -0.323
LUMO, eV: -0.128

The geometry in ORCA input format:
```
! wB97M-V def2-TZVPD RIJCOSX def2/J DEFGRID3
* xyz 0 1
C 0.768 -2.915 0.148
C 0.104 -1.904 -0.835
C -0.649 -0.774 -0.096
C -1.873 -0.892 0.360
O -2.601 -0.066 1.128
C 0.124 0.540 0.183
C -0.453 1.548 -0.812
C 0.138 2.984 -0.553
C 0.770 0.954 1.407
O 0.704 1.170 2.554
N 1.610 0.880 0.333
I 3.305 -0.009 0.259
H 1.805 -3.180 -0.057
H 0.411 -3.815 0.305
H 0.894 -2.522 1.095
H -0.568 -2.386 -1.582
H 0.826 -1.401 -1.489
H -2.483 -1.847 0.139
H -2.031 0.729 1.514
H 0.061 1.346 -1.729
H -1.514 1.541 -0.789
H 1.150 3.046 -0.692
H -0.122 3.386 0.431
H -0.378 3.586 -1.224
*
```

Most favorable structure: model B. The second most favorable one is 136.8 kJ/mol above it.

Model A:
Formula: C2H6O
Source: OMol25
Level of theory: the ωB97M-V functional and the def2-TZVPD basis

Summary:
SMILES: C=C.O
Kohn-Sham gap, eV: 11.0271
Highest occupied orbital energy, Ha: -0.373
LUMO, eV: 0.865

The geometry in ORCA input format:
```
! wB97M-V def2-TZVPD RIJCOSX def2/J DEFGRID3
* xyz 0 1
C 0.000 0.000 0.000
C -0.071 -0.098 -1.315
H 0.312 0.963 0.420
H -0.266 -0.799 0.701
H 0.261 0.726 -1.956
H -0.494 -0.984 -1.803
O -2.212 3.498 1.608
H -1.230 3.480 1.656
H -2.461 4.387 1.949
*
```

Model B:
Formula: C2H6O
Source: OMol25
Level of theory: the ωB97M-V functional and the def2-TZVPD basis

Summary:
SMILES: C=C.O
Kohn-Sham gap, eV: 10.7524
Highest occupied orbital energy, Ha: -0.363
LUMO, eV: 0.879

The geometry in ORCA input format:
```
! wB97M-V def2-TZVPD RIJCOSX def2/J DEFGRID3
* xyz 0 1
C -1.747 -0.457 -0.115
C -0.740 0.465 -0.087
H -1.573 -1.584 -0.133
H -2.770 -0.103 0.257
H 0.136 -0.104 -0.171
H -0.953 1.577 0.053
O 2.471 -0.268 -0.127
H 2.328 0.723 -0.428
H 2.848 -0.249 0.752
*
```

Most favorable structure: model A. The second most favorable one is 68.0 kJ/mol above it.

Model A:
Formula: C3H4INS
Source: OMol25
Level of theory: the ωB97M-V functional and the def2-TZVPD basis

Summary:
Kohn-Sham gap, eV: 8.1910
Highest occupied orbital energy, Ha: -0.316
LUMO, eV: -0.398

The geometry in ORCA input format:
```
! wB97M-V def2-TZVPD RIJCOSX def2/J DEFGRID3
* xyz 0 1
C 1.577 -0.136 0.174
C -0.691 -0.754 0.179
C -0.884 0.695 -0.278
N 0.737 -1.009 0.054
S 0.398 1.858 0.207
I 3.571 -0.205 0.099
H -0.895 -0.756 1.311
H -1.203 -1.426 -0.484
H -0.736 0.717 -1.420
H -1.875 1.015 0.159
*
```

Model B:
Formula: C3H4INS
Source: OMol25
Level of theory: the ωB97M-V functional and the def2-TZVPD basis

Summary:
SMILES: [S-]/[NH+]=C\I.C#C
Kohn-Sham gap (spin up / spin down), eV: 8.1355 / 8.1365
Highest occupied orbital energy (spin up / spin down), Ha: -0.296 / -0.296
LUMO (spin up / spin down), eV: 0.084 / 0.084

The geometry in ORCA input format:
```
! wB97M-V def2-TZVPD RIJCOSX def2/J DEFGRID3
* xyz 0 1
S -0.670 2.317 -1.356
N -0.932 0.718 -1.139
C -1.260 0.097 -0.038
I -1.492 1.161 1.720
H -0.810 0.136 -1.969
H -1.422 -0.964 -0.015
C 1.745 -0.325 0.933
C 1.543 -1.403 0.459
H 1.933 0.628 1.329
H 1.366 -2.365 0.076
*
```

Most favorable structure: model A. The second most favorable one is 165.4 kJ/mol above it.

Model A:
Formula: C4H12O
Source: OMol25
Level of theory: the ωB97M-V functional and the def2-TZVPD basis

Summary:
SMILES: CCO.CC
Kohn-Sham gap, eV: 11.2892
Highest occupied orbital energy, Ha: -0.380
LUMO, eV: 0.951

The geometry in ORCA input format:
```
! wB97M-V def2-TZVPD RIJCOSX def2/J DEFGRID3
* xyz 0 1
C -1.837 1.560 -1.903
C -0.552 0.765 -2.100
O 0.462 1.191 -1.186
H -1.669 2.640 -1.920
H -2.237 1.281 -0.930
H -2.541 1.402 -2.723
H -0.715 -0.283 -1.857
H -0.205 0.857 -3.132
H 0.947 1.936 -1.566
C 0.518 -1.844 1.835
C 1.566 -0.935 2.482
H -0.245 -2.179 2.544
H -0.077 -1.302 1.092
H 0.976 -2.711 1.366
H 2.061 -1.541 3.256
H 2.360 -0.782 1.753
H 1.190 -0.056 2.991
*
```

Model B:
Formula: C4H12O
Source: OMol25
Level of theory: the ωB97M-V functional and the def2-TZVPD basis

Summary:
SMILES: CC(C)C.O
Kohn-Sham gap, eV: 12.0897
Highest occupied orbital energy, Ha: -0.414
LUMO, eV: 0.836

The geometry in ORCA input format:
```
! wB97M-V def2-TZVPD RIJCOSX def2/J DEFGRID3
* xyz 0 1
C 0.484 0.250 -1.718
C -0.094 0.008 -0.308
C -1.350 -0.837 -0.449
C 1.072 -0.531 0.544
H -0.134 0.873 -2.365
H 1.445 0.747 -1.576
H 0.533 -0.678 -2.302
H -0.333 0.979 0.141
H -1.191 -1.766 -1.014
H -2.183 -0.273 -0.878
H -1.681 -1.202 0.531
H 0.733 -1.076 1.431
H 1.777 -1.135 -0.037
H 1.652 0.349 0.809
O -0.553 1.235 2.687
H 0.379 1.074 2.438
H -0.556 1.982 2.065
*
```

Model C:
Formula: C4H12O
Source: OMol25
Level of theory: the ωB97M-V functional and the def2-TZVPD basis

Summary:
SMILES: CCO.CC
Kohn-Sham gap, eV: 11.2540
Highest occupied orbital energy, Ha: -0.379
LUMO, eV: 0.934

The geometry in ORCA input format:
```
! wB97M-V def2-TZVPD RIJCOSX def2/J DEFGRID3
* xyz 0 1
C -1.729 0.118 -0.004
C -1.375 -1.339 0.309
O -2.125 -2.235 -0.545
H -2.794 0.116 -0.322
H -1.201 0.644 -0.752
H -1.800 0.621 0.985
H -0.305 -1.580 0.255
H -1.786 -1.560 1.260
H -1.761 -2.228 -1.434
C 2.036 2.166 0.426
C 2.982 1.085 -0.173
H 2.130 3.026 -0.214
H 1.074 1.649 0.592
H 2.239 2.412 1.459
H 2.499 0.101 -0.098
H 3.785 0.839 0.553
H 3.311 1.352 -1.144
*
```

Model D:
Formula: C4H12O
Source: OMol25
Level of theory: the ωB97M-V functional and the def2-TZVPD basis

Summary:
SMILES: CCO.CC
Kohn-Sham gap, eV: 11.2754
Highest occupied orbital energy, Ha: -0.382
LUMO, eV: 0.893

The geometry in ORCA input format:
```
! wB97M-V def2-TZVPD RIJCOSX def2/J DEFGRID3
* xyz 0 1
C 0.806 1.860 0.443
C 0.327 1.858 -1.009
O 1.071 0.936 -1.796
H 0.992 2.854 0.869
H 1.765 1.361 0.483
H 0.054 1.446 1.104
H -0.740 1.639 -1.116
H 0.428 2.850 -1.457
H 0.557 0.117 -1.872
C -1.204 -2.311 0.230
C -0.170 -1.408 0.932
H -1.017 -3.349 0.500
H -2.249 -2.060 0.373
H -0.950 -2.351 -0.832
H 0.171 -0.684 0.194
H 0.718 -1.967 1.216
H -0.562 -0.792 1.736
*
```

Most favorable structure: model B. The second most favorable one is 17.7 kJ/mol above it.